188
Properties=species:S:1:pos:R:3:forces:R:3:mulliken_charge:R:1 method="wB97M-V/def2-TZVPD" e_lumo_ev=0.45 energy_ev=-84159.8378 total_charge=0 homo_ev=-7.68 relative_energy_ev=3.8979 smiles=CC1(C)CCCC(C)(C)N1O.CC1(C)CCCC(C)(C)N1O.CC1(C)CCCC(C)(C)N1O.CC1(C)CCCC(C)(C)N1O.COC[C@H](C)N.COC[C@H](C)N.COC[C@H](C)N.COC[C@H](C)N
C 5.45329 1.30879 4.50408 -0.182 0.152 0.463 -1.69
C 4.95707 0.09116 3.70839 0.212 -0.587 0.468 1.52
C 5.47425 0.22028 2.25374 -1.227 -0.761 0.286 -1.88
C 5.60249 -1.19946 4.25699 1.618 0.498 -0.478 -1.44
C 5.07633 -1.64649 5.60077 -1.194 0.215 -1.412 -0.77
C 3.55409 -1.95617 5.39264 1.696 1.343 1.960 -1.33
C 2.74980 -0.72511 4.88413 0.389 -1.608 -1.031 1.87
C 1.51907 -1.38640 4.25800 -1.138 0.635 -0.530 -2.56
C 2.36671 0.21248 6.02319 0.602 0.749 0.592 -1.75
N 3.50996 -0.10336 3.77158 -0.004 -0.693 -0.681 0.58
O 2.82028 0.96506 3.17645 -0.069 0.386 0.554 -0.19
H 5.04991 1.35695 5.51989 -0.371 -0.012 -0.154 0.36
H 6.52748 1.29325 4.69590 0.108 -0.006 -0.537 0.37
H 5.18529 2.22008 3.96718 0.119 0.123 0.151 0.43
H 6.55975 0.22504 2.32069 0.034 0.425 -0.406 0.46
H 5.15584 -0.66578 1.69657 0.211 -0.207 0.157 0.28
H 4.99702 1.01697 1.68402 0.496 0.524 0.328 0.35
H 5.64100 -1.95705 3.46959 -0.759 -0.298 0.206 0.39
H 6.66820 -0.93614 4.29777 0.040 -0.046 0.396 0.55
H 5.56744 -2.53424 5.99330 0.186 0.105 0.037 0.43
H 5.20119 -0.79482 6.27169 -0.036 -0.255 0.372 0.31
H 3.26715 -2.11366 6.43649 -0.803 -0.487 -0.244 0.43
H 3.44921 -2.86554 4.80965 -0.227 0.133 -0.198 0.44
H 1.71561 -2.11831 3.47294 0.644 -0.082 0.242 0.38
H 0.88957 -0.66226 3.72897 -0.089 0.203 0.369 0.45
H 0.91370 -1.88549 5.01705 -0.006 0.088 0.097 0.67
H 3.22980 0.46229 6.64931 0.168 -0.157 -0.127 0.40
H 1.63516 -0.16998 6.73519 -0.167 -0.347 -0.361 0.44
H 2.00015 1.19009 5.69884 -0.211 -0.171 -0.288 0.31
H 2.84632 1.67126 3.84687 -0.146 0.107 -0.345 0.24
C 3.74879 3.69119 -4.40950 0.473 1.064 -1.282 -1.76
C 4.77600 3.95747 -3.29311 -0.922 -1.805 0.301 2.33
C 4.20105 3.32931 -1.97643 0.592 1.040 0.795 -2.41
C 6.06320 3.12406 -3.54754 0.580 1.975 -0.210 -1.26
C 7.14125 3.81410 -4.43835 -1.073 0.013 0.018 -0.72
C 7.37036 5.23005 -3.88754 -0.729 -1.153 -0.304 -1.30
C 6.10023 6.07137 -3.76485 -0.403 0.820 -1.316 1.66
C 6.49121 7.43354 -3.16510 0.449 -0.394 1.696 -1.95
C 5.49013 6.36727 -5.13701 -1.248 0.500 -0.719 -1.62
N 5.12583 5.33768 -2.95939 1.084 -0.458 0.893 0.31
O 3.99088 6.10767 -2.65738 -0.448 0.152 -0.518 -0.49
H 4.25564 3.65856 -5.38135 0.163 -0.070 0.037 0.33
H 3.06157 4.52844 -4.54769 -0.323 -0.185 0.451 0.32
H 3.21979 2.74055 -4.35540 -0.066 0.067 0.537 0.22
H 3.27295 3.79066 -1.63540 -0.354 -0.306 -0.518 0.25
H 4.87661 3.59589 -1.15367 0.277 0.029 -0.154 0.58
H 4.16433 2.24180 -1.92294 -0.353 -0.017 -0.577 0.54
H 6.41553 3.16128 -2.51440 0.818 -1.116 -0.187 0.46
H 5.83757 2.16032 -3.99548 -0.205 -0.262 0.647 0.38
H 6.85294 3.79318 -5.49305 -0.193 0.147 0.011 0.37
H 8.06140 3.23000 -4.40036 0.083 0.058 0.174 0.40
H 8.02068 5.80450 -4.54588 0.591 -0.106 0.504 0.40
H 7.70487 4.94662 -2.88649 0.678 1.112 0.128 0.36
H 5.69624 8.12248 -2.88280 -0.372 -0.266 -0.477 0.37
H 7.00154 7.23315 -2.21437 -0.004 -0.029 0.061 0.45
H 7.23253 7.98500 -3.74225 -0.174 -0.260 -0.459 0.40
H 5.42116 5.51039 -5.80815 0.107 -0.030 0.110 0.24
H 4.46645 6.71844 -4.96017 -0.127 -0.380 0.118 0.35
H 5.84015 7.22435 -5.71882 0.910 -0.200 0.235 0.42
H 3.85039 5.99388 -1.71159 0.208 0.064 0.020 0.36
C -4.57309 -3.12988 4.13536 0.271 0.572 0.926 -1.96
C -4.60122 -1.58073 4.06519 0.936 0.503 0.229 2.05
C -4.11140 -0.94663 5.40078 0.242 -0.558 0.962 -1.85
C -3.51865 -1.21218 3.02694 0.996 1.912 -0.707 -0.63
C -3.54946 0.24583 2.52235 -1.236 -0.308 0.973 -1.02
C -4.95910 0.44099 1.93905 0.873 -0.123 -0.182 -0.20
C -6.11157 0.19177 2.93998 -0.643 0.636 -0.294 1.24
C -6.30919 1.40911 3.83454 0.210 -0.118 0.072 -2.07
C -7.36275 -0.03264 2.08424 0.160 0.345 -0.923 -1.46
N -5.87974 -1.02322 3.71340 0.220 -0.975 -1.699 1.13
O -6.90039 -1.35102 4.62135 0.034 0.235 -0.083 -0.58
H -3.59117 -3.40102 4.53618 -0.031 0.183 -0.025 0.25
H -5.27593 -3.52058 4.87189 -0.296 -0.003 -0.242 0.49
H -4.63516 -3.63505 3.17240 -0.359 0.202 -0.093 0.29
H -3.08434 -1.26551 5.59899 0.038 0.084 0.032 0.38
H -4.15168 0.13992 5.49270 0.116 0.059 -0.795 0.29
H -4.67714 -1.22420 6.29578 -0.284 -0.540 -0.323 0.40
H -2.53361 -1.22608 3.50168 -0.057 -0.966 0.085 0.17
H -3.45507 -1.70080 2.05190 -0.483 -1.179 0.547 -0.28
H -3.34066 0.89205 3.38091 -0.202 0.336 -0.184 0.61
H -2.74511 0.40204 1.80333 -0.157 0.009 -0.182 0.17
H -5.07289 -0.27610 1.11960 0.099 -0.201 0.080 -0.70
H -5.01227 1.40049 1.41942 -0.509 0.228 0.433 0.60
H -7.11346 1.21988 4.54525 0.186 -0.027 0.189 0.38
H -6.59353 2.28647 3.25322 0.174 0.033 -0.054 0.43
H -5.35310 1.56865 4.33456 -0.243 0.424 0.298 0.34
H -7.10709 -0.79388 1.34734 -0.482 -0.350 0.250 0.12
H -7.59523 0.83972 1.46391 0.209 0.263 0.220 0.38
H -8.29928 -0.25198 2.59414 0.236 -0.314 0.270 0.43
H -7.50897 -1.85994 4.07017 -0.071 -0.058 0.202 0.38
C -0.80899 -2.63965 -1.89279 -1.345 0.450 -0.447 -1.24
C -0.13114 -1.84504 -0.78431 1.291 0.368 0.925 1.76
C -0.68969 -2.18748 0.61287 -0.321 0.367 0.205 -1.54
C 1.34724 -2.28012 -0.66211 0.806 -0.874 -2.070 -0.84
C 2.23971 -1.43194 0.22039 -0.672 0.288 0.224 0.54
C 2.20103 -0.02214 -0.39377 1.054 -0.049 0.708 -0.76
C 0.81936 0.57947 -0.66545 -1.163 0.713 -0.309 2.36
C 0.30412 1.38436 0.55918 1.075 -0.547 0.891 -1.56
C 0.93400 1.64959 -1.75148 0.651 0.437 -1.168 -3.01
N -0.11367 -0.43876 -1.18632 0.794 -0.876 -0.456 2.32
O -1.39888 0.00839 -1.60187 0.475 0.442 0.608 -0.57
H -0.72699 -2.16934 -2.87600 1.227 -0.187 0.003 -0.16
H -0.55672 -3.69751 -1.90919 0.111 0.041 -0.007 0.50
H -1.89967 -2.52146 -1.88665 -0.075 -0.428 0.936 0.00
H -0.24803 -1.65236 1.45906 0.147 0.605 -0.423 -0.19
H -1.76138 -1.99517 0.67359 -0.086 -0.488 0.028 0.33
H -0.37250 -3.19871 0.87353 -0.765 -0.229 -0.378 0.19
H 1.37350 -3.36876 -0.55364 -0.080 0.050 0.949 0.81
H 1.79489 -2.25136 -1.66673 -0.156 0.463 -0.148 -0.81
H 1.90603 -1.49936 1.25914 -0.166 0.524 0.011 -1.33
H 3.28406 -1.73887 0.29487 -0.042 -0.344 -0.460 0.83
H 2.87058 -0.01450 -1.26090 -0.657 -0.389 -0.595 -0.15
H 2.79337 0.65537 0.23075 -0.523 0.150 0.408 0.52
H -0.04262 0.77145 1.39569 -0.702 -0.177 -0.406 -0.06
H -0.35975 2.19606 0.27624 -0.346 -0.247 0.128 0.30
H 1.18040 1.81230 1.05794 0.042 0.441 -0.386 0.34
H 1.39703 1.38024 -2.71135 0.249 -0.838 0.280 0.09
H 1.58739 2.45572 -1.41726 -0.362 0.201 0.246 -0.01
H -0.01239 2.05363 -2.11600 -0.154 0.271 0.717 1.04
H -1.18587 0.40989 -2.45221 -0.348 -0.049 -0.080 0.19
C -5.61097 -2.19929 -1.50512 0.228 0.969 0.457 -0.70
O -6.62281 -2.97984 -0.91354 1.093 -0.657 -0.154 -0.60
C -6.22744 -3.43401 0.40918 -1.171 0.342 -1.360 1.69
C -7.54609 -3.97351 0.98409 -0.957 1.422 0.240 0.23
C -8.09002 -5.23451 0.28679 1.769 -0.680 0.755 -1.48
N -8.63963 -2.92903 0.79494 1.649 -0.537 0.056 -0.69
H -5.42489 -1.33245 -0.85576 -0.149 0.241 -0.183 0.19
H -5.93366 -1.84454 -2.48115 -0.143 -0.127 0.011 0.37
H -4.60642 -2.62859 -1.59723 -0.264 -0.764 -0.061 0.16
H -5.45850 -4.20187 0.31563 -0.007 -0.123 0.127 -0.11
H -5.79432 -2.55026 0.88403 -0.233 -0.194 0.697 -1.19
H -7.47925 -3.99295 2.07585 0.406 -0.964 -0.099 0.36
H -8.64500 -5.79579 1.03861 -0.346 -0.111 -0.344 0.43
H -7.25878 -5.87106 -0.04179 -0.071 -0.149 0.160 0.29
H -8.65847 -5.03840 -0.61785 -0.203 0.316 0.193 0.40
H -9.46102 -3.51504 0.85618 -0.477 0.456 -0.321 0.31
H -8.41663 -2.72936 -0.17967 -1.096 0.473 -0.081 0.28
C -0.53665 -0.98730 -5.72873 0.873 0.235 1.319 0.12
O 0.59757 -1.04096 -6.56712 -0.474 -0.043 -0.370 -0.39
C 1.87337 -0.97657 -5.96263 0.393 -0.254 0.445 -0.63
C 2.04480 -1.85471 -4.72058 -0.556 -1.143 0.213 1.72
C 3.44166 -1.82288 -4.09835 -0.425 0.435 -1.194 -1.36
N 1.67877 -3.26788 -5.10142 1.175 1.198 0.239 -0.66
H -1.45981 -1.11710 -6.28238 0.171 0.204 -0.323 0.41
H -0.51776 -0.06377 -5.13616 -0.395 0.316 -0.323 -0.10
H -0.49911 -1.74181 -4.93508 -0.087 -0.325 -0.273 -0.18
H 2.52895 -1.39285 -6.73323 0.156 0.072 0.021 0.38
H 2.24816 0.03818 -5.77809 -0.486 0.285 0.061 0.13
H 1.46341 -1.56044 -3.84011 -0.652 0.227 -0.486 -0.94
H 4.26809 -2.09585 -4.75971 -0.180 -0.289 -0.139 0.45
H 3.38307 -2.50982 -3.25933 0.447 0.370 0.314 0.34
H 3.58098 -0.75879 -3.89234 0.369 -0.177 0.824 0.11
H 2.28289 -3.29263 -5.92219 -0.303 -1.138 -0.200 0.40
H 0.73077 -3.30665 -5.45509 -0.035 0.107 -0.070 0.33
C 0.00462 3.15778 -5.33413 -0.208 2.085 -0.999 -0.56
O -0.45074 3.86032 -4.20618 -0.139 -0.951 1.821 -0.01
C -0.77758 5.23208 -4.40083 0.411 -1.130 -1.362 -1.10
C -1.42020 5.83593 -3.19146 1.629 1.045 2.989 0.68
C -2.19508 7.13202 -3.45185 -0.729 -1.788 -1.117 -1.42
N -0.31056 6.27888 -2.27570 1.691 -0.303 -1.584 -0.68
H 0.26595 2.11882 -5.16460 -0.275 0.033 0.452 -0.15
H 0.87026 3.69042 -5.75073 0.299 -0.284 0.032 0.30
H -0.76808 3.29658 -6.10151 -0.017 -0.701 -0.220 0.43
H 0.17936 5.70999 -4.64043 -0.273 0.629 -0.080 0.43
H -1.44438 5.24579 -5.27301 -0.102 0.461 -0.023 0.32
H -1.77474 5.04466 -2.52223 -1.735 -0.061 -1.070 0.34
H -2.27221 7.73714 -2.55694 -0.013 0.130 -0.093 0.40
H -3.17797 6.85913 -3.84939 -0.202 0.303 0.274 0.35
H -1.70084 7.62389 -4.28967 0.207 0.438 0.363 0.33
H -0.47414 6.71258 -1.38509 -0.685 -0.255 0.085 0.19
H 0.31631 5.48489 -2.21129 0.206 0.283 0.549 0.15
C -3.73993 -6.40598 0.53057 1.774 -1.749 0.256 -1.03
O -3.20177 -5.78565 1.67424 -0.805 1.496 -0.501 -0.04
C -2.63313 -6.61887 2.63830 0.717 0.406 0.203 -1.33
C -2.01022 -5.69842 3.69839 0.075 0.899 -0.618 2.25
C -0.92050 -4.76512 3.12349 0.455 -0.721 0.043 -1.33
N -1.45629 -6.52622 4.76198 -0.537 0.225 0.011 -0.81
H -2.90871 -7.04265 0.18637 -0.363 -0.371 -0.375 0.43
H -3.92915 -5.77051 -0.33041 -0.327 0.640 0.568 0.25
H -4.56732 -7.07463 0.78458 -0.281 0.244 -0.137 0.33
H -3.38048 -7.31977 3.02818 0.066 0.028 0.277 0.45
H -1.77170 -7.19203 2.26521 -0.241 -0.218 -0.391 0.40
H -2.73786 -4.94997 4.03384 -0.400 -0.819 0.171 -0.79
H 0.07392 -5.10870 3.42660 0.009 -0.183 -0.070 0.52
H -1.01410 -3.76045 3.53610 -0.152 0.106 -0.229 0.22
H -0.92366 -4.74116 2.03458 -0.216 0.146 0.128 0.06
H -2.24366 -6.71987 5.37380 0.420 -0.246 0.385 0.32
H -0.77721 -5.96466 5.26143 -0.094 -0.179 0.296 0.27